1.
Formula: C2H5N2O7S2
Source: the OMol25 dataset
Level of theory: ωB97M-V/def2-TZVPD

```
18
Properties=species:S:1:pos:R:3:forces:R:3:nbo_charge:R:1
C -1.45206 0.10307 0.89046 1.8 2.3 -1.4 0.631
C -0.68591 -0.20860 -0.38732 3.1 -1.9 1.2 -0.268
N -0.97232 1.17882 1.53504 -2.2 -0.9 1.9 -0.803
N -0.94120 -1.36623 -1.09785 1.7 1.5 -2.6 -0.793
O -0.65914 1.31904 -2.52636 -0.1 -1.2 -0.8 -0.963
O 1.35005 -2.25282 0.28797 0.2 -0.6 -0.8 -0.975
O -2.32250 -0.61924 1.23314 -2.1 -1.9 1.0 -0.612
O 1.54637 0.53575 -1.86956 -0.5 -1.0 -0.1 -0.954
O 0.28710 2.13710 -0.52347 0.9 -0.3 0.0 -1.016
O 2.21988 0.11169 0.39170 0.2 -1.2 -0.6 -0.949
O 0.97037 -0.84807 2.25092 0.1 0.0 -0.9 -0.957
S 0.19539 0.99299 -1.41990 -1.5 3.8 0.3 2.383
S 1.12479 -0.92912 0.80164 -0.4 2.0 1.2 2.148
H -0.34805 1.75934 1.05836 1.2 1.2 -0.7 0.436
H -1.38026 1.41194 2.44430 0.4 -0.2 -0.8 0.393
H -0.06854 -1.36039 -1.75597 -2.4 -1.3 1.2 0.389
H 2.14923 0.22984 -0.76348 -0.2 0.1 1.4 0.509
H -1.01321 -2.19509 -0.54962 0.1 -0.5 0.4 0.402
```
Forces are in eV/Å.

- maximum force (eV/A) = 4.1
- orbital gap (eV) = 8.82
- E_HOMO (eV) = -5.489
- ΔE to the lowest compared entry with this formula, charge and spin (eV) = 0.0000
- charge = -1

2.
Formula: C25H52F4O6Si
Source: the OMol25 dataset
Level of theory: ωB97M-V/def2-TZVPD

```
88
Properties=species:S:1:pos:R:3:forces:R:3:lowdin_charge:R:1
C 2.75594 -3.47253 4.69800 0.2 0.2 -0.2 -0.060
C 2.82844 -2.15828 3.92798 0.5 -0.4 -0.2 -0.240
O 3.78055 -2.24558 2.86451 0.3 0.0 -0.1 -0.138
C 3.23519 -2.62751 1.63443 -0.5 0.1 0.4 -0.140
C 2.81199 -1.44902 0.72732 0.0 -0.9 -0.7 -0.361
C 1.61184 -1.95524 -0.08832 0.0 0.4 0.0 -0.090
C 0.86640 -0.89624 -0.90323 -0.4 -0.5 -0.4 -0.216
O -0.54370 -1.13356 -0.84947 0.3 0.4 0.3 -0.208
Si -1.42374 -0.36130 0.34003 -0.8 0.0 0.2 0.460
C -1.07763 -1.00629 2.08082 -0.1 0.1 -0.2 -0.145
C -3.22727 -0.74224 -0.04487 0.5 -0.2 0.3 -0.145
C -1.17576 1.50183 0.35291 -0.1 -0.5 0.0 -0.132
C 3.92510 -1.02620 -0.25194 0.3 0.0 0.5 -0.094
C 5.37533 -1.23985 0.22023 0.1 0.0 -0.4 -0.160
C 6.40302 -0.24734 -0.34386 -0.1 0.1 0.0 -0.416
C 6.50588 1.05730 0.45658 0.3 -0.6 -0.1 -0.068
C 6.23835 0.01903 -1.84091 0.4 -0.1 0.4 -0.075
O 2.29478 -0.33975 1.50828 0.4 0.8 -0.1 0.057
C 3.13995 0.63708 1.87459 0.8 -0.3 0.8 -0.354
O 4.21916 0.52930 2.40312 -1.2 0.1 -0.7 0.175
C 2.55921 2.05114 1.64308 0.1 0.3 -0.2 -0.346
F 3.60688 2.91960 1.46707 -0.6 -0.4 0.0 0.111
F 1.79501 2.09995 0.52302 0.4 -0.1 0.4 0.118
C 1.77220 2.56015 2.86786 -0.2 0.6 -0.3 -0.263
F 0.89498 3.52585 2.46235 0.3 -0.6 0.2 0.083
F 1.08448 1.54952 3.46261 0.1 0.3 -0.3 0.090
H 2.57180 -3.27513 5.74903 -0.3 -0.1 0.1 0.071
H 2.01713 -4.15721 4.29643 -0.2 -0.1 0.0 0.068
H 3.72607 -3.95394 4.62354 0.2 -0.1 0.1 0.079
H 1.86784 -1.86929 3.51114 -0.2 0.2 0.2 0.109
H 3.20685 -1.38491 4.58641 -0.1 0.3 0.0 0.120
H 2.35076 -3.24303 1.81053 -0.1 -0.1 0.0 0.125
H 3.93434 -3.26156 1.09857 0.3 0.0 -0.1 0.138
H 1.96939 -2.72128 -0.76991 0.1 -0.3 0.0 0.130
H 0.89242 -2.44594 0.55818 -0.1 0.1 0.2 0.103
H 1.10738 0.11520 -0.59063 0.0 0.1 0.2 0.093
H 1.12633 -0.98506 -1.95412 0.2 0.1 -0.2 0.123
H -0.72531 -2.03392 2.10805 0.1 -0.1 0.0 0.025
H -2.02867 -1.00139 2.61207 -0.2 0.0 0.1 0.029
H -0.40989 -0.36222 2.64557 0.3 0.0 0.0 0.008
H -3.62994 -1.40096 0.72180 -0.1 -0.2 0.0 0.025
H -3.34362 -1.25034 -0.99610 -0.1 0.1 -0.2 0.024
H -3.83235 0.15795 -0.00950 -0.1 0.2 -0.2 0.025
H -0.80513 1.86169 -0.60257 0.1 0.2 -0.1 0.037
H -2.15238 1.95408 0.50481 -0.2 0.1 0.0 0.025
H -0.54259 1.82195 1.17246 0.2 0.1 -0.1 0.004
H 3.76244 -0.01050 -0.60896 -0.1 0.3 0.2 0.124
H 3.78889 -1.64987 -1.12865 -0.1 0.0 -0.3 0.124
H 5.68491 -2.22547 -0.12659 0.0 -0.2 0.0 0.115
H 5.45022 -1.26429 1.30233 -0.1 0.1 0.1 0.103
H 7.37077 -0.73788 -0.24491 0.1 -0.1 0.1 0.125
H 7.52321 1.42746 0.35900 0.0 0.3 -0.2 0.076
H 5.80908 1.81380 0.11329 -0.2 0.2 0.1 0.073
H 6.36221 0.84617 1.51016 -0.2 0.2 0.1 0.063
H 6.92624 0.81149 -2.12331 0.1 0.1 -0.2 0.077
H 6.51871 -0.87192 -2.39603 -0.2 -0.1 -0.3 0.078
H 5.23602 0.33180 -2.10967 -0.2 0.0 -0.1 0.067
H 2.47055 3.01863 3.56693 0.0 -0.2 0.2 0.175
C -4.16279 5.63282 -1.63915 0.1 0.0 -0.1 -0.078
C -3.19982 4.61529 -1.05097 0.0 0.1 0.1 -0.290
O -2.38995 3.96469 -2.01017 0.0 -0.2 -0.1 -0.169
C -1.53878 4.79233 -2.77937 0.1 0.1 0.0 -0.280
C -0.53669 5.58384 -1.95569 0.0 0.0 0.1 -0.075
H -4.80821 5.16186 -2.38151 0.0 0.0 0.0 0.081
H -4.78684 6.05590 -0.85153 0.0 0.0 0.0 0.076
H -3.64075 6.45713 -2.12688 0.0 0.0 0.1 0.066
H -3.76654 3.81895 -0.56758 0.0 -0.1 0.0 0.113
H -2.57975 5.07569 -0.27308 0.0 0.0 0.0 0.109
H -2.12711 5.46025 -3.41920 0.0 0.0 0.0 0.107
H -1.00470 4.11340 -3.44416 0.0 -0.1 0.0 0.118
H -1.02455 6.28723 -1.27987 0.0 0.0 0.0 0.066
H 0.11829 6.15593 -2.61360 0.0 0.0 0.0 0.077
H 0.07575 4.91225 -1.35208 0.0 0.0 0.0 0.076
C -5.42249 -4.71544 -2.50571 0.0 0.1 -0.1 -0.079
C -5.97204 -4.01231 -1.27590 0.0 -0.1 0.0 -0.282
O -5.96601 -2.60135 -1.36696 0.1 0.1 0.1 -0.171
C -6.72261 -2.03716 -2.42052 0.0 0.0 -0.1 -0.282
C -8.20385 -2.37207 -2.37059 0.0 -0.1 0.1 -0.080
H -4.40529 -4.38071 -2.71260 0.0 0.0 0.0 0.081
H -5.40995 -5.79395 -2.34583 0.0 0.0 0.0 0.076
H -6.02466 -4.51925 -3.39384 0.0 0.0 0.0 0.065
H -5.34417 -4.24578 -0.41574 0.0 0.1 0.0 0.117
H -6.97778 -4.37900 -1.03959 0.0 0.0 0.0 0.106
H -6.29691 -2.31671 -3.39110 0.0 0.0 0.0 0.108
H -6.59104 -0.95980 -2.32077 0.1 0.0 0.0 0.118
H -8.38734 -3.44188 -2.47771 0.0 0.0 -0.1 0.065
H -8.72905 -1.86294 -3.17924 0.0 0.0 0.0 0.076
H -8.63471 -2.05313 -1.42063 0.0 0.0 0.0 0.081
```
Forces are in eV/Å.

- maximum force (eV/A) = 1.4
- orbital gap (eV) = 10.21
- E_HOMO (eV) = -9.495
- SMILES string = CCOC[C@](CCO[Si](C)(C)C)(CCC(C)C)OC(=O)C(F)(F)C(F)F.CCOCC.CCOCC

3.
Formula: C4H5FN2
Source: the OMol25 dataset
Level of theory: ωB97M-V/def2-TZVPD

```
12
Properties=species:S:1:pos:R:3:forces:R:3:nbo_charge:R:1
C -0.38453 1.52828 0.89644 -0.6 4.9 2.7 -0.431
C 0.44386 0.01200 -0.89944 0.0 8.1 -3.9 -0.067
C 0.38301 -1.26429 -1.06582 1.7 -2.0 -4.0 0.253
C -0.12112 -1.76960 0.04388 0.3 -1.2 4.0 -0.119
H -0.91894 2.47845 0.17436 2.1 -3.0 2.1 0.227
H 0.76185 1.88024 1.45635 -3.8 -0.5 -1.6 0.217
H -1.26459 1.33666 1.81103 3.0 0.4 -2.9 0.267
H 0.57852 0.89035 -1.61105 0.3 -1.7 0.7 0.216
H 0.11675 -2.80343 0.17515 -1.0 -0.7 1.2 0.217
N -0.14033 0.34398 0.20816 -0.9 -2.5 4.1 -0.210
N -0.34201 -0.77991 0.98871 -0.7 -1.4 -2.8 -0.256
F 0.88753 -1.85273 -2.17779 -0.4 -0.4 0.5 -0.312
```
Forces are in eV/Å.

- maximum force (eV/A) = 9.0
- orbital gap (eV) = 10.17
- E_HOMO (eV) = -9.415
- ΔE to the lowest compared entry with this formula, charge and spin (eV) = 4.0973
- SMILES string = Cn1cc(F)cn1

4.
Formula: C4H14NO
Source: the OMol25 dataset
Level of theory: ωB97M-V/def2-TZVPD

```
20
Properties=species:S:1:pos:R:3:forces:R:3:nbo_charge:R:1
C -0.81755 0.11983 -0.49224 0.5 -0.6 2.0 -0.208
C -0.03857 1.31346 0.05645 0.5 0.5 -0.2 -0.242
C 0.94556 1.89537 -1.02943 -0.3 -0.1 1.8 -0.612
C 0.70086 0.97720 1.39037 0.2 0.1 -1.0 -0.634
N 0.12804 -1.02931 -0.75687 0.2 -0.3 0.2 -0.691
H -1.44595 0.27903 -1.35977 0.1 0.1 -0.1 0.241
H -1.38783 -0.29802 0.36106 -0.3 0.4 -0.7 0.222
H -0.81829 2.01187 0.35716 0.0 0.4 -0.5 0.238
H 1.52444 1.05396 -1.43377 -0.2 0.4 -0.5 0.177
H 1.71117 2.49943 -0.51745 -0.4 0.0 -0.2 0.238
H 0.41542 2.52385 -1.74633 0.3 -0.4 -0.3 0.240
H 0.70256 1.83137 2.08145 -0.7 -0.6 0.1 0.259
H 0.35638 0.01223 1.78114 -0.1 0.5 0.6 0.197
H 1.76024 0.88332 1.20855 0.5 -0.4 -0.3 0.215
H 0.74063 -0.86827 -1.55506 -0.3 -0.3 -0.3 0.436
H -0.41578 -1.90307 -0.78067 0.1 0.0 -0.4 0.474
H 0.76133 -1.17818 0.03620 -0.2 0.3 0.1 0.438
H -1.27675 -4.04821 0.49699 -0.3 -0.5 0.3 0.501
H -2.10004 -2.95872 1.29225 -0.1 -0.4 0.1 0.503
O -1.44587 -3.11713 0.60998 0.5 1.1 -0.6 -0.993
```
Forces are in eV/Å.

- maximum force (eV/A) = 2.1
- orbital gap (eV) = 12.45
- E_HOMO (eV) = -15.644
- ΔE to the lowest compared entry with this formula, charge and spin (eV) = 0.5999
- charge = +1